13
Properties=species:S:1:pos:R:3:forces:R:3:lowdin_charge:R:1 method="wB97M-V/def2-TZVPD" homo_ev=-3.440 orbital_gap_ev=5.0 charge=-1
C 0.502 1.500 -0.987 0.37 -0.57 -0.82 -0.367
C -0.717 1.070 -0.497 2.07 0.59 -0.61 -0.014
C 1.834 1.245 -1.167 -1.39 0.01 0.56 -0.073
C -1.635 0.396 -0.047 -0.96 -0.31 0.81 -0.067
C 1.252 2.363 -1.970 1.21 -2.70 2.20 0.070
C -2.739 -0.159 0.490 0.16 1.24 -1.01 -0.523
C 2.874 -0.398 -0.213 -1.40 1.73 -1.61 -0.661
C -3.407 -1.045 1.213 0.62 1.91 -1.21 -0.734
N 3.886 -0.228 0.434 -0.26 0.96 -0.67 0.031
O -3.529 -2.001 1.850 -0.62 -3.03 2.00 0.067
S -4.504 0.412 0.623 -0.18 0.09 -0.11 0.627
I 1.696 -2.252 -0.584 0.48 0.82 0.14 0.593
H 4.487 -0.904 0.855 -0.10 -0.73 0.32 0.050


300
Properties=species:S:1:pos:R:3:forces:R:3:lowdin_charge:R:1 method="wB97M-V/def2-TZVPD" homo_ev=-7.569 orbital_gap_ev=8.0 de_lowest_kj_mol=778.8
C 0.760 -6.183 3.154 1.01 -0.54 0.58 -0.019
C 1.959 -5.567 3.943 1.17 -2.37 -0.68 -0.428
C 1.986 -4.026 3.808 -2.11 0.49 -0.21 -0.129
C 1.030 -3.313 4.793 1.68 -0.68 1.40 -0.148
C 1.463 -3.840 6.179 0.83 -0.25 0.22 -0.123
C 1.395 -5.363 6.413 -1.97 -1.22 0.00 -0.555
N 2.052 -6.084 5.343 1.19 1.15 -0.82 -0.091
O 2.158 -7.536 5.485 -1.12 1.74 -0.47 -0.008
C 2.020 -5.865 7.689 1.31 0.45 0.95 -0.042
C -0.096 -5.596 6.524 -0.93 -0.87 -0.75 -0.047
C 3.342 -6.043 3.300 -0.18 0.91 -0.14 -0.023
H -0.219 -6.029 3.609 -0.09 1.15 -0.50 0.071
H 0.740 -7.272 3.193 0.81 -0.22 0.01 0.074
H 0.977 -5.913 2.121 -1.02 0.20 -0.12 0.078
H 2.989 -3.601 3.766 0.04 -0.09 0.78 0.094
H 1.563 -3.702 2.858 0.18 -0.74 -0.69 0.101
H -0.048 -3.417 4.669 0.10 -0.51 -0.52 0.095
H 1.195 -2.235 4.770 0.17 0.10 -0.02 0.097
H 0.843 -3.381 6.948 0.42 0.09 0.30 0.121
H 2.533 -3.688 6.322 0.10 1.03 0.11 0.105
H 3.098 -5.745 7.582 0.26 0.20 0.19 0.081
H 1.717 -5.342 8.596 -0.18 0.34 -0.15 0.087
H 1.904 -6.922 7.927 -0.51 -0.02 -0.55 0.084
H -0.376 -6.647 6.464 0.14 -0.19 0.49 0.091
H -0.460 -5.129 7.440 -0.26 -0.14 -0.08 0.089
H -0.594 -5.178 5.650 -0.22 0.33 0.17 0.055
H 3.433 -5.897 2.224 -0.60 -0.12 -0.28 0.073
H 3.705 -7.050 3.506 -0.53 -0.06 0.16 0.071
H 4.101 -5.344 3.653 0.12 -0.14 0.46 0.056
H 3.106 -7.679 5.538 0.16 0.13 0.09 0.089
C -6.163 5.038 1.233 1.22 -0.26 0.44 -0.020
C -4.731 5.319 0.654 0.32 0.33 -1.38 -0.418
C -4.379 6.845 0.644 0.59 0.00 -0.73 -0.158
C -3.784 7.386 1.916 -1.20 0.17 -0.34 -0.213
C -2.657 6.561 2.481 -1.05 -0.70 0.96 -0.116
C -2.999 5.003 2.654 -0.75 2.38 -0.22 -0.474
N -3.663 4.557 1.405 0.63 1.74 -1.43 -0.105
O -3.963 3.206 1.363 -0.54 -0.91 0.79 -0.027
C -1.667 4.335 2.913 0.82 -1.00 -0.45 -0.041
C -3.898 4.830 3.863 0.44 -0.92 0.49 -0.027
C -4.642 4.936 -0.894 -0.69 -0.69 1.11 -0.035
H -6.175 3.968 1.444 -0.08 0.01 0.37 0.070
H -7.082 5.215 0.674 0.47 0.50 -0.59 0.078
H -6.201 5.621 2.153 -0.41 -0.24 0.19 0.059
H -3.671 7.124 -0.136 0.24 -0.77 -0.42 0.109
H -5.253 7.418 0.334 -0.37 -0.14 0.28 0.118
H -4.676 7.473 2.538 0.35 -0.30 1.11 0.106
H -3.462 8.424 1.841 0.09 0.07 -0.44 0.114
H -2.590 7.025 3.465 0.60 -0.61 0.50 0.112
H -1.680 6.720 2.024 -0.22 -0.11 -0.54 0.113
H -1.707 3.457 3.558 -0.38 -0.16 0.00 0.068
H -1.207 4.000 1.984 -0.09 -0.01 -0.20 0.069
H -0.909 4.970 3.371 -0.34 0.42 0.13 0.087
H -3.332 5.092 4.757 -0.26 0.65 0.15 0.090
H -4.877 5.302 3.781 0.25 0.12 0.18 0.076
H -4.015 3.758 4.024 -0.51 -0.20 -0.27 0.060
H -5.066 3.968 -1.165 0.29 -0.61 0.65 0.053
H -3.600 4.949 -1.213 -0.14 0.32 -0.16 0.074
H -5.330 5.539 -1.486 0.47 0.86 0.09 0.076
H -3.154 2.772 1.081 0.40 -0.10 -0.36 0.057
C -2.869 3.087 -5.821 0.42 0.05 -1.45 -0.024
C -1.716 4.079 -5.572 0.70 -0.44 0.82 -0.475
C -1.116 3.695 -4.208 0.68 -0.99 0.01 -0.171
C -0.251 2.440 -4.305 0.94 1.11 0.90 -0.155
C 0.893 2.891 -5.275 -0.05 -1.38 -0.01 -0.126
C 0.444 3.093 -6.707 1.14 -0.06 -0.30 -0.532
N -0.648 4.068 -6.651 -0.76 0.95 0.83 -0.072
O -1.233 4.351 -7.921 0.40 -0.31 0.67 -0.015
C 1.622 3.687 -7.551 -1.24 0.66 -0.21 -0.022
C 0.117 1.751 -7.352 -0.76 -0.08 0.14 -0.036
C -2.170 5.530 -5.301 0.12 -1.08 -0.61 -0.018
H -3.610 2.954 -5.032 0.07 0.64 -0.03 0.066
H -2.529 2.077 -6.049 0.41 -0.08 0.25 0.068
H -3.296 3.400 -6.774 -0.80 0.06 0.17 0.082
H -0.403 4.419 -3.814 -0.32 0.54 -0.17 0.102
H -1.948 3.628 -3.506 0.00 -0.12 0.11 0.115
H -0.827 1.515 -4.336 0.14 -0.13 -1.45 0.092
H 0.247 2.247 -3.355 0.14 0.40 0.43 0.093
H 1.729 2.192 -5.249 -0.08 -0.39 -0.24 0.120
H 1.390 3.816 -4.983 -0.56 0.24 0.66 0.110
H 2.262 2.902 -7.955 0.31 0.17 0.45 0.082
H 1.201 4.205 -8.413 -0.30 -0.31 -0.27 0.072
H 2.112 4.532 -7.069 0.45 -0.47 0.48 0.081
H 0.904 0.997 -7.317 0.41 0.42 -0.01 0.088
H -0.699 1.273 -6.811 -0.37 0.03 -0.37 0.066
H -0.107 1.962 -8.398 -0.31 -0.48 -0.12 0.084
H -2.483 6.052 -6.205 0.14 0.12 0.13 0.083
H -1.282 5.928 -4.811 -0.40 0.85 -0.29 0.078
H -2.994 5.459 -4.591 -0.05 0.30 0.04 0.081
H -1.579 3.496 -8.190 -0.38 -0.23 -0.47 0.073
C 0.091 0.723 2.441 -0.25 -0.53 -0.22 -0.017
C 0.454 0.459 0.982 -1.40 0.76 -0.44 -0.448
C 0.852 -1.012 0.779 0.43 0.22 0.88 -0.128
C -0.221 -2.042 0.529 0.19 -0.55 0.14 -0.198
C -1.112 -1.683 -0.627 0.94 0.45 0.14 -0.137
C -1.745 -0.265 -0.443 0.56 0.17 -0.28 -0.455
N -0.724 0.771 0.051 1.37 -2.04 -0.81 -0.068
O -1.259 2.066 0.211 -0.18 -0.47 0.45 -0.028
C -2.300 0.180 -1.798 0.16 -0.09 -0.39 -0.031
C -2.909 -0.429 0.494 -0.36 0.28 0.32 -0.032
C 1.651 1.391 0.635 -0.50 -0.39 -0.30 -0.036
H -0.444 1.662 2.580 0.35 0.14 -0.09 0.064
H 1.048 0.698 2.961 -0.25 0.13 0.55 0.067
H -0.576 -0.058 2.807 0.08 -0.18 0.21 0.078
H 1.628 -1.170 0.029 -0.06 0.52 -0.39 0.105
H 1.351 -1.281 1.710 0.25 -0.09 0.19 0.106
H -0.817 -2.353 1.387 0.01 0.48 0.39 0.108
H 0.333 -2.945 0.275 -0.07 -0.30 -0.07 0.109
H -1.806 -2.518 -0.724 -0.79 0.55 -0.09 0.128
H -0.490 -1.787 -1.516 0.04 0.62 -0.39 0.100
H -1.513 0.521 -2.471 0.13 0.09 0.14 0.067
H -2.749 -0.685 -2.286 -0.16 -0.12 0.01 0.075
H -3.082 0.938 -1.750 0.12 0.17 0.24 0.075
H -2.599 -0.881 1.435 -0.16 0.15 0.16 0.070
H -3.366 0.551 0.635 -0.12 -0.02 0.38 0.076
H -3.657 -1.064 0.021 -0.08 -0.11 0.07 0.091
H 1.585 2.398 1.046 -0.77 0.24 -0.36 0.070
H 1.721 1.359 -0.453 0.35 0.46 0.00 0.084
H 2.602 1.101 1.081 0.03 -0.88 -0.03 0.071
H -0.684 2.593 -0.350 -0.11 0.29 -0.23 0.098
C 6.803 -3.640 -2.824 0.48 -0.43 0.07 -0.055
C 5.517 -2.950 -2.362 0.39 0.54 -0.58 -0.421
C 5.327 -3.356 -0.829 -0.95 0.26 -1.03 -0.102
C 4.730 -2.324 0.083 -1.27 0.15 -0.56 -0.217
C 5.355 -0.985 -0.021 -0.53 -0.11 -0.97 -0.126
C 5.364 -0.490 -1.533 4.89 0.87 0.93 -0.454
N 5.779 -1.482 -2.522 0.21 -3.34 6.10 -0.207
O 5.949 -1.053 -3.744 -0.36 0.77 -2.98 0.029
C 4.219 0.326 -1.964 -1.30 -0.14 0.95 -0.029
C 6.629 0.477 -1.483 -0.80 0.73 0.40 -0.030
C 4.341 -3.429 -3.297 0.46 -0.99 1.84 -0.035
H 7.564 -3.280 -2.131 0.33 -0.13 -0.31 0.084
H 7.112 -3.483 -3.858 -0.20 0.79 0.00 0.079
H 6.802 -4.729 -2.798 -0.45 -0.20 0.57 0.082
H 4.527 -4.096 -0.858 0.57 -0.77 0.06 0.107
H 6.214 -3.726 -0.314 0.28 -0.28 -0.70 0.119
H 4.690 -2.707 1.102 -0.02 0.07 0.10 0.112
H 3.712 -2.151 -0.266 -0.55 -0.29 0.24 0.099
H 6.321 -1.043 0.481 0.29 0.45 -0.46 0.109
H 4.713 -0.303 0.536 0.26 0.33 0.02 0.091
H 4.530 1.075 -2.692 -0.52 -0.25 -0.25 0.098
H 3.461 -0.404 -2.249 -0.52 0.45 -0.72 0.089
H 3.827 0.815 -1.072 -0.07 0.41 -0.30 0.053
H 7.484 0.056 -0.954 -0.04 -0.30 -0.33 0.079
H 6.932 0.909 -2.437 -0.06 -0.47 -0.27 0.079
H 6.337 1.354 -0.905 -0.10 0.12 0.30 0.041
H 4.094 -4.434 -2.953 0.11 -0.32 0.07 0.066
H 4.664 -3.620 -4.320 -0.30 0.82 -0.18 0.083
H 3.398 -2.921 -3.092 0.05 0.57 -0.68 0.072
H 5.063 -1.185 -4.091 -0.34 0.47 -1.37 0.097
C -7.263 0.324 5.846 -0.66 -1.68 -1.19 -0.042
C -6.010 -0.160 5.026 -1.20 -0.94 1.55 -0.473
C -5.118 1.062 5.024 0.89 -0.16 0.73 -0.168
C -3.692 0.751 4.702 1.51 -0.91 -0.52 -0.181
C -3.172 -0.515 5.443 -0.90 0.22 -0.14 -0.115
C -4.048 -1.795 5.410 0.14 -0.79 0.38 -0.473
N -5.436 -1.396 5.714 1.60 2.79 0.58 -0.117
O -6.321 -2.459 5.849 -0.31 -0.12 -0.47 -0.010
C -3.978 -2.560 4.075 0.13 0.74 -0.19 -0.021
C -3.451 -2.724 6.558 -1.15 0.38 -0.37 -0.021
C -6.551 -0.451 3.641 -0.13 0.57 -0.52 -0.040
H -7.359 0.260 6.929 1.01 0.23 0.06 0.083
H -7.975 -0.424 5.497 -0.83 0.33 0.19 0.066
H -7.564 1.302 5.470 -0.05 -0.03 0.16 0.084
H -5.482 1.757 4.268 -0.29 0.13 0.23 0.118
H -5.201 1.505 6.016 0.09 0.23 0.02 0.124
H -2.951 1.495 4.992 -0.39 0.59 0.11 0.101
H -3.626 0.764 3.614 0.32 -0.69 -0.25 0.097
H -3.129 -0.172 6.477 -0.12 -0.22 0.30 0.110
H -2.142 -0.794 5.223 0.04 0.08 -0.47 0.111
H -3.010 -3.052 3.973 -0.12 -0.32 -0.04 0.070
H -4.827 -3.233 3.958 0.26 -0.32 0.27 0.085
H -4.059 -1.870 3.234 0.06 0.19 -0.05 0.052
H -4.125 -3.514 6.890 -0.39 0.03 -0.33 0.071
H -2.567 -3.273 6.234 0.27 0.45 -0.03 0.059
H -3.284 -2.119 7.448 0.36 0.01 -0.05 0.074
H -7.141 0.427 3.378 -0.16 0.05 -0.23 0.084
H -7.242 -1.294 3.611 0.32 -0.21 0.03 0.088
H -5.778 -0.511 2.875 0.06 -0.33 0.04 0.075
H -6.505 -2.424 6.791 -0.23 -0.26 0.08 0.106
C 6.059 4.276 -2.062 0.63 -0.34 0.36 -0.020
C 5.696 4.816 -0.687 1.36 1.14 -0.08 -0.478
C 6.157 6.352 -0.511 -2.71 -0.53 -0.74 -0.095
C 5.072 7.346 -1.029 -0.05 -0.55 0.34 -0.175
C 3.660 7.020 -0.554 0.29 -1.35 1.15 -0.142
C 3.203 5.541 -0.776 -0.28 1.91 -0.75 -0.480
N 4.288 4.610 -0.395 -0.57 3.87 1.08 -0.127
O 3.848 3.347 -0.575 -0.02 -2.26 -0.01 -0.017
C 1.944 5.336 0.086 0.64 -1.14 -0.14 -0.038
C 2.753 5.445 -2.255 0.89 -1.55 -0.52 -0.036
C 6.599 4.115 0.371 -0.11 -0.14 -1.10 -0.033
H 7.077 4.600 -2.278 -0.01 0.04 -0.35 0.086
H 5.375 4.544 -2.867 0.08 -0.01 0.11 0.080
H 6.116 3.197 -1.921 -0.24 -0.09 -0.62 0.049
H 6.294 6.488 0.562 0.31 0.34 -0.16 0.101
H 7.026 6.583 -1.125 0.36 -0.49 0.51 0.113
H 5.104 7.334 -2.118 0.03 0.25 -0.11 0.103
H 5.320 8.338 -0.651 0.11 0.17 -0.34 0.106
H 2.885 7.700 -0.907 0.13 -0.03 -0.33 0.119
H 3.619 7.081 0.533 0.28 0.48 0.30 0.111
H 2.126 5.272 1.159 0.29 0.66 0.13 0.086
H 1.206 6.096 -0.174 -0.07 -0.18 0.16 0.090
H 1.593 4.325 -0.119 -0.57 0.10 -0.39 0.051
H 3.573 5.766 -2.897 -0.16 0.37 -0.15 0.066
H 2.630 4.395 -2.521 0.03 -0.37 0.10 0.069
H 1.809 5.867 -2.601 0.08 0.66 0.63 0.081
H 6.509 3.029 0.379 -0.83 -0.03 0.61 0.055
H 6.487 4.660 1.309 0.07 -0.70 0.22 0.080
H 7.629 4.157 0.020 0.23 0.71 0.08 0.088
H 3.774 3.075 0.342 -0.24 -0.79 -0.02 0.094
C 7.920 -2.179 5.956 -0.44 -0.33 -1.22 -0.051
C 6.447 -1.723 5.747 0.62 -0.22 -0.73 -0.440
C 6.232 -0.787 6.953 -2.25 -0.32 0.74 -0.129
C 5.035 0.182 6.916 -0.30 0.58 -1.23 -0.185
C 5.109 0.988 5.651 1.06 -0.10 -0.53 -0.171
C 5.204 0.099 4.359 0.44 1.65 0.46 -0.468
N 6.381 -0.851 4.497 -0.58 0.83 0.83 -0.063
O 6.533 -1.577 3.283 -0.58 -0.50 0.34 -0.026
C 3.858 -0.534 4.156 -0.77 -1.89 0.04 -0.042
C 5.449 1.149 3.264 0.73 -0.88 -1.50 -0.044
C 5.523 -3.015 5.725 -0.46 0.87 0.43 -0.015
H 8.616 -1.383 5.692 -0.09 0.23 0.39 0.083
H 8.156 -2.985 5.261 -0.01 -0.25 0.06 0.073
H 8.070 -2.541 6.973 0.02 0.10 -0.04 0.085
H 5.986 -1.448 7.784 0.61 -0.19 0.28 0.116
H 7.119 -0.203 7.201 0.10 -0.16 -0.24 0.122
H 5.012 0.899 7.737 0.20 -0.34 0.35 0.114
H 4.016 -0.183 6.790 0.14 -1.17 0.96 0.103
H 5.993 1.622 5.714 0.16 0.17 -0.35 0.119
H 4.239 1.639 5.561 -0.03 0.03 -0.17 0.120
H 3.812 -1.287 3.369 0.52 -0.05 -0.34 0.076
H 3.628 -1.116 5.049 -0.38 0.13 0.05 0.053
H 2.986 0.080 3.932 0.38 0.72 0.25 0.077
H 6.491 1.458 3.184 0.05 0.44 0.75 0.088
H 5.339 0.757 2.252 -0.39 -0.53 -0.05 0.045
H 4.760 1.994 3.278 0.12 0.05 0.57 0.086
H 4.477 -2.719 5.656 0.02 -0.02 -0.25 0.035
H 5.528 -3.605 6.641 0.54 0.35 0.46 0.080
H 5.706 -3.781 4.971 0.38 0.58 -0.48 0.072
H 7.431 -1.405 2.992 0.15 0.21 0.13 0.100
C -5.558 0.896 -4.647 0.98 -0.80 -0.55 -0.046
C -6.599 0.276 -3.732 -0.65 1.09 0.79 -0.478
C -7.938 1.006 -3.998 -0.69 0.24 0.01 -0.138
C -9.054 0.340 -3.197 0.88 -0.45 0.16 -0.177
C -9.170 -1.156 -3.552 -0.56 0.39 0.56 -0.131
C -7.857 -1.980 -3.469 1.85 1.02 1.37 -0.416
N -6.721 -1.153 -4.063 -5.44 2.18 -0.14 -0.177
O -5.575 -1.776 -4.217 3.11 -1.86 0.06 -0.008
C -7.432 -2.285 -1.944 -0.24 0.34 -0.79 -0.016
C -8.001 -3.294 -4.239 -0.64 0.10 -0.07 -0.043
C -6.201 0.632 -2.280 0.37 0.71 0.58 -0.037
H -4.543 0.719 -4.292 0.08 -0.23 0.18 0.073
H -5.580 1.971 -4.826 -0.72 -0.05 0.19 0.081
H -5.633 0.355 -5.590 0.01 0.41 -0.41 0.089
H -7.869 2.076 -3.803 0.46 0.08 0.99 0.115
H -8.183 1.144 -5.051 0.00 -1.11 -0.45 0.117
H -10.001 0.872 -3.113 -0.18 -0.10 -0.88 0.112
H -8.782 0.324 -2.141 0.39 0.16 0.09 0.086
H -9.715 -1.335 -4.479 0.36 0.11 -0.36 0.113
H -9.864 -1.471 -2.773 0.06 -0.86 0.03 0.113
H -8.057 -3.023 -1.440 0.10 -0.38 -0.33 0.076
H -6.378 -2.561 -1.958 -0.08 -0.59 -0.07 0.071
H -7.426 -1.441 -1.255 -0.40 0.45 -0.44 0.055
H -7.300 -4.092 -3.998 0.08 0.27 0.26 0.081
H -9.018 -3.632 -4.039 0.01 -0.39 0.24 0.080
H -7.996 -3.171 -5.322 0.25 0.40 -0.05 0.083
H -5.813 1.651 -2.291 0.62 0.05 -0.26 0.071
H -5.455 -0.022 -1.829 0.12 -0.05 -0.25 0.072
H -6.971 0.800 -1.527 -0.49 -0.74 -0.26 0.070
H -5.429 -1.726 -5.164 0.43 -0.40 -0.14 0.108
C -1.754 -3.140 -4.427 -0.40 0.67 -1.05 -0.036
C -0.411 -3.708 -4.836 1.97 -0.61 2.74 -0.490
C -0.008 -4.622 -3.638 0.78 -1.18 0.32 -0.132
C 1.215 -5.560 -3.863 -0.75 2.50 -0.43 -0.186
C 0.869 -6.365 -5.055 -0.09 -1.19 -1.25 -0.149
C 0.552 -5.576 -6.385 0.91 1.08 1.08 -0.448
N -0.530 -4.551 -6.021 0.52 -0.91 0.52 -0.082
O -0.759 -3.705 -7.099 0.19 0.73 -1.15 -0.028
C 1.824 -4.958 -6.990 0.86 0.98 -0.52 -0.040
C -0.032 -6.481 -7.430 -0.69 -1.41 -0.06 -0.059
C 0.633 -2.521 -4.807 -0.40 0.10 -2.02 -0.018
H -2.149 -2.622 -5.301 -0.28 0.16 -0.04 0.078
H -1.634 -2.366 -3.669 -0.01 -0.21 0.20 0.064
H -2.489 -3.886 -4.125 0.19 -0.08 0.08 0.092
H 0.205 -4.020 -2.755 -0.43 0.24 0.03 0.103
H -0.812 -5.329 -3.429 -0.44 0.28 0.21 0.113
H 1.507 -6.135 -2.984 -0.31 -0.09 -0.03 0.119
H 2.045 -4.896 -4.104 0.41 -0.12 0.03 0.075
H -0.009 -6.978 -4.856 -0.27 0.00 0.16 0.116
H 1.672 -7.095 -5.159 0.13 -0.06 -0.88 0.122
H 2.389 -5.607 -7.659 -0.17 -0.74 0.35 0.081
H 1.671 -4.126 -7.678 -0.87 0.18 0.08 0.079
H 2.570 -4.528 -6.322 -0.18 -0.30 0.61 0.061
H -0.896 -6.990 -7.004 -0.60 0.44 -0.23 0.084
H -0.237 -6.019 -8.396 -0.27 0.34 0.28 0.087
H 0.565 -7.356 -7.688 0.81 0.25 0.23 0.087
H 1.623 -2.716 -5.218 0.17 -0.73 0.47 0.060
H 0.730 -1.983 -3.864 -0.23 -0.38 0.15 0.071
H 0.315 -1.798 -5.558 -0.44 0.38 0.10 0.069
H -1.653 -3.878 -7.406 -0.12 -0.23 0.08 0.107